A molecular structure, C4H6ClCrN2 at a distorted geometry. Source: the OMol25 dataset; level of theory: ωB97M-V with the def2-TZVPD basis set.

As for the total charge: +1. Its spin multiplicity is 5. As for the expectation value of S²: 6.084. The highest occupied orbital energy (alpha / beta) comes out at -13.9 / -13.9 eV. As for the total energy: -48158.7464 eV. As for the gap between HOMO and LUMO (alpha / beta): 4.6607 / 5.9900 eV.

Each line ends with the Löwdin spin population.
Geometry (Å):
Cr1 -0.66173 4.15163 0.29095  4.104
Cl1 -0.54028 1.78102 0.40822  -0.103
C1 -1.53853 -0.15123 -2.48243  0.000
C2 -1.41508 -0.19977 -3.93699  0.000
N1 -1.27096 -0.23121 -5.07226  0.000
H1 -2.09588 -1.03773 -2.17806  0.000
H2 -2.18786 0.68773 -2.22513  0.000
H3 -0.56562 -0.04305 -2.01751  0.000
C3 1.57123 -0.87503 2.39776  -0.001
C4 1.90281 -0.78838 3.82232  0.000
N2 2.20508 -0.68518 4.92241  0.000
H4 0.99323 -1.76625 2.17881  0.000
H5 2.51247 -0.88037 1.84395  0.000
H6 1.09112 0.03782 2.04798  -0.001

Cartesian forces (eV/Å) of the 6 atoms listed first:
Cr 0.15 -2.62 0.15
Cl -0.15 2.72 -0.12
C -0.88 0.05 -0.49
C 0.31 0.09 0.23
N -0.05 0.02 -0.25
H 0.41 -0.11 0.29